{"formula": "C56H154N14O14", "method": "ωB97M-V/def2-TZVPD", "total_energy_ev": -110081.6609, "gap_ha": 0.345, "lumo_ev": 0.423, "species": ["C", "C", "C", "O", "C", "N", "H", "H", "H", "H", "H", "H", "H", "H", "H", "H", "H", "C", "C", "C", "O", "C", "N", "H", "H", "H", "H", "H", "H", "H", "H", "H", "H", "H", "C", "C", "C", "O", "C", "N", "H", "H", "H", "H", "H", "H", "H", "H", "H", "H", "H", "C", "C", "C", "O", "C", "N", "H", "H", "H", "H", "H", "H", "H", "H", "H", "H", "H", "C", "C", "C", "O", "C", "N", "H", "H", "H", "H", "H", "H", "H", "H", "H", "H", "H", "C", "C", "C", "O", "C", "N", "H", "H", "H", "H", "H", "H", "H", "H", "H", "H", "H", "C", "C", "C", "O", "C", "N", "H", "H", "H", "H", "H", "H", "H", "H", "H", "H", "H", "C", "C", "C", "O", "C", "N", "H", "H", "H", "H", "H", "H", "H", "H", "H", "H", "H", "C", "C", "C", "O", "C", "N", "H", "H", "H", "H", "H", "H", "H", "H", "H", "H", "H", "C", "C", "C", "O", "C", "N", "H", "H", "H", "H", "H", "H", "H", "H", "H", "H", "H", "C", "C", "C", "O", "C", "N", "H", "H", "H", "H", "H", "H", "H", "H", "H", "H", "H", "C", "C", "C", "O", "C", "N", "H", "H", "H", "H", "H", "H", "H", "H", "H", "H", "H", "C", "C", "C", "O", "C", "N", "H", "H", "H", "H", "H", "H", "H", "H", "H", "H", "H", "C", "C", "C", "O", "C", "N", "H", "H", "H", "H", "H", "H", "H", "H", "H", "H", "H"], "xyz": [[3.944, -1.128, -3.443], [4.363, -2.223, -4.371], [3.462, -2.242, -5.623], [3.646, -3.402, -6.383], [2.921, -3.415, -7.638], [5.736, -2.072, -4.697], [3.720, -0.211, -3.989], [4.754, -0.936, -2.739], [3.061, -1.362, -2.849], [4.179, -3.168, -3.861], [3.588, -1.358, -6.247], [2.467, -2.111, -5.197], [3.038, -2.479, -8.183], [1.867, -3.471, -7.365], [3.320, -4.223, -8.252], [6.275, -2.184, -3.851], [6.063, -2.689, -5.426], [4.882, 2.481, -6.900], [5.907, 1.346, -6.753], [6.991, 1.653, -7.825], [7.330, 0.486, -8.528], [8.087, -0.427, -7.812], [6.486, 1.263, -5.389], [3.897, 2.270, -6.483], [4.673, 2.598, -7.963], [5.195, 3.455, -6.525], [5.421, 0.406, -7.013], [7.779, 2.298, -7.437], [6.594, 2.309, -8.600], [8.184, -1.263, -8.505], [7.719, -0.845, -6.876], [9.140, -0.151, -7.749], [7.269, 0.634, -5.492], [5.794, 0.789, -4.827], [-1.605, -5.979, 1.052], [-1.021, -6.889, 2.128], [-2.096, -7.778, 2.810], [-2.881, -8.429, 1.860], [-3.804, -9.353, 2.319], [0.106, -7.670, 1.614], [-1.906, -6.378, 0.083], [-0.784, -5.349, 0.710], [-2.441, -5.394, 1.435], [-0.491, -6.290, 2.868], [-2.744, -7.096, 3.360], [-1.678, -8.482, 3.529], [-4.473, -8.755, 2.938], [-3.320, -10.096, 2.952], [-4.453, -9.734, 1.531], [0.709, -6.885, 1.413], [-0.238, -7.882, 0.688], [2.889, 4.517, 1.151], [4.320, 4.640, 0.969], [4.668, 6.031, 0.423], [4.328, 6.218, -0.954], [4.221, 7.596, -1.389], [4.953, 4.425, 2.249], [2.380, 4.991, 0.311], [2.558, 5.111, 2.002], [2.613, 3.482, 1.352], [4.570, 3.959, 0.155], [5.722, 6.205, 0.639], [4.217, 6.849, 0.984], [5.001, 7.786, -2.126], [4.092, 8.318, -0.583], [3.341, 7.727, -2.020], [5.943, 4.227, 2.198], [4.615, 3.598, 2.720], [1.846, 2.954, -4.024], [2.879, 4.113, -3.786], [2.252, 5.561, -3.691], [1.352, 5.905, -4.702], [1.197, 7.290, -4.855], [3.671, 3.786, -2.622], [2.439, 2.042, -4.097], [1.292, 3.131, -4.946], [1.141, 2.987, -3.194], [3.653, 4.060, -4.552], [3.086, 6.251, -3.813], [1.897, 5.831, -2.696], [2.183, 7.740, -4.972], [0.638, 7.783, -4.059], [0.675, 7.432, -5.801], [3.026, 3.649, -1.857], [4.324, 4.506, -2.346], [-4.259, 6.673, 3.442], [-5.783, 6.607, 3.517], [-6.210, 5.318, 4.358], [-5.339, 4.249, 4.169], [-5.656, 3.601, 2.978], [-6.410, 7.808, 4.133], [-3.889, 5.730, 3.040], [-3.770, 6.915, 4.385], [-3.910, 7.317, 2.634], [-6.186, 6.438, 2.518], [-7.226, 4.945, 4.224], [-6.105, 5.579, 5.411], [-6.627, 3.107, 2.958], [-4.946, 2.795, 2.793], [-5.386, 4.285, 2.174], [-5.843, 7.772, 4.968], [-7.340, 7.563, 4.442], [4.798, -0.544, 1.397], [4.925, 0.893, 1.886], [4.098, 0.919, 3.241], [4.058, 2.282, 3.709], [3.822, 2.487, 5.109], [6.365, 1.157, 2.170], [5.084, -0.575, 0.346], [3.831, -1.034, 1.512], [5.400, -1.287, 1.922], [4.543, 1.645, 1.195], [4.623, 0.331, 3.993], [3.109, 0.462, 3.212], [4.077, 3.440, 5.573], [4.524, 1.907, 5.707], [2.786, 2.314, 5.401], [6.821, 1.540, 1.354], [6.467, 1.812, 2.932], [-3.238, 1.464, 0.349], [-3.659, 2.874, -0.204], [-2.433, 3.651, -0.702], [-1.544, 3.891, 0.344], [-0.390, 4.639, 0.090], [-4.748, 2.615, -1.209], [-3.155, 0.820, -0.526], [-3.905, 1.122, 1.141], [-2.318, 1.583, 0.920], [-3.912, 3.309, 0.763], [-2.749, 4.617, -1.096], [-1.842, 3.109, -1.440], [-0.502, 5.454, -0.625], [0.435, 3.991, -0.207], [-0.116, 5.217, 0.972], [-5.194, 3.513, -1.331], [-5.564, 2.160, -0.824], [2.441, -5.014, 0.885], [2.384, -4.240, -0.423], [0.992, -4.279, -1.092], [1.164, -3.603, -2.260], [0.064, -3.457, -3.101], [2.900, -2.895, -0.326], [3.390, -4.867, 1.400], [2.299, -6.095, 0.870], [1.730, -4.605, 1.603], [3.064, -4.658, -1.165], [0.239, -3.792, -0.472], [0.673, -5.310, -1.247], [-0.391, -2.541, -2.723], [-0.622, -4.292, -3.244], [0.414, -3.081, -4.062], [2.609, -2.367, -1.137], [2.410, -2.479, 0.452], [-1.386, -1.344, 1.359], [0.100, -1.018, 1.250], [0.387, -0.089, 0.059], [1.816, 0.145, 0.161], [2.291, 0.753, -1.013], [0.567, -0.385, 2.486], [-1.942, -0.899, 2.183], [-1.587, -2.408, 1.488], [-1.970, -1.199, 0.450], [0.641, -1.957, 1.134], [-0.187, 0.837, 0.036], [0.157, -0.569, -0.892], [1.970, 1.787, -1.136], [2.007, 0.186, -1.900], [3.370, 0.797, -0.864], [1.476, -0.002, 2.268], [0.044, 0.463, 2.653], [-5.125, -3.879, 1.705], [-5.313, -2.606, 0.918], [-5.403, -2.942, -0.659], [-4.170, -3.485, -1.182], [-3.893, -3.319, -2.520], [-6.405, -1.762, 1.429], [-4.226, -4.373, 1.339], [-6.014, -4.508, 1.646], [-5.054, -3.510, 2.729], [-4.336, -2.143, 1.057], [-5.605, -2.007, -1.181], [-6.280, -3.584, -0.736], [-3.610, -2.331, -2.882], [-4.576, -3.765, -3.243], [-2.973, -3.900, -2.584], [-7.195, -2.386, 1.342], [-6.357, -1.677, 2.434], [-3.811, 3.144, -4.654], [-3.561, 1.973, -5.538], [-2.346, 1.155, -5.208], [-2.443, -0.101, -5.860], [-1.168, -0.768, -6.020], [-4.706, 1.102, -5.684], [-4.862, 3.429, -4.667], [-3.214, 4.005, -4.953], [-3.816, 2.940, -3.583], [-3.253, 2.356, -6.511], [-2.261, 0.904, -4.151], [-1.524, 1.681, -5.693], [-0.613, -0.265, -6.813], [-1.303, -1.820, -6.270], [-0.487, -0.879, -5.177], [-4.974, 0.810, -4.755], [-4.240, 0.273, -6.024], [-2.978, 0.684, 4.976], [-4.203, -0.145, 5.341], [-4.925, -0.800, 4.221], [-6.407, -0.902, 4.251], [-6.954, -1.254, 5.464], [-3.809, -1.065, 6.354], [-2.464, 1.075, 5.855], [-3.256, 1.310, 4.128], [-2.211, 0.003, 4.607], [-4.895, 0.553, 5.813], [-4.499, -1.785, 4.029], [-4.561, -0.309, 3.319], [-6.867, -0.575, 6.312], [-6.518, -2.206, 5.770], [-8.006, -1.464, 5.270], [-3.776, -0.557, 7.226], [-4.306, -1.933, 6.493], [-0.966, -7.096, 9.186], [-0.416, -5.753, 8.757], [-0.770, -5.173, 7.414], [0.106, -4.095, 7.048], [-0.098, -3.420, 5.775], [-0.877, -4.934, 9.876], [-2.050, -6.979, 9.191], [-0.699, -7.481, 10.170], [-0.483, -7.828, 8.539], [0.673, -5.787, 8.796], [-1.779, -4.760, 7.412], [-0.781, -5.990, 6.693], [0.401, -2.457, 5.887], [-1.156, -3.179, 5.676], [0.436, -3.802, 4.905], [-0.112, -4.383, 10.239], [-1.411, -4.172, 9.484]], "forces_ev_per_angstrom": [[-0.2, 0.6, 0.4], [-1.2, -0.9, -0.9], [0.2, 0.5, 0.7], [0.1, -0.3, -0.8], [0.4, 0.6, 1.4], [1.1, 0.7, -0.3], [0.2, 0.2, 0.0], [0.0, 0.2, 0.1], [0.0, -0.2, -0.2], [-0.2, -0.4, 0.1], [0.5, 0.3, -0.1], [-0.7, -0.5, -0.2], [0.3, 0.2, 0.0], [-0.2, -0.5, -0.5], [-0.4, -0.1, 0.3], [0.4, -0.1, -0.2], [-0.1, -0.2, 0.1], [-0.7, -0.2, -0.1], [0.3, 1.6, -0.1], [-1.3, 0.1, -0.1], [0.3, 0.6, 0.2], [1.3, -1.6, -1.3], [-0.3, 0.4, -1.1], [0.1, -0.2, 0.5], [0.0, 0.1, -0.1], [0.3, -0.1, 0.1], [0.0, -0.1, -0.3], [0.8, -0.7, 0.5], [-0.4, -0.2, 0.0], [-0.3, -0.4, 0.1], [-0.4, 0.5, 0.2], [0.1, 0.7, 0.6], [0.1, -0.2, 0.5], [0.1, -0.2, 0.4], [0.3, 0.7, -0.1], [-0.7, -1.1, 0.4], [0.0, 0.9, 0.1], [1.1, 0.0, -2.2], [-0.6, 1.0, 1.3], [-0.5, 0.4, -0.6], [-0.3, -1.0, 0.4], [-0.1, 0.6, 0.4], [0.2, 0.2, -0.1], [-0.9, 0.4, 0.6], [-0.2, 0.2, 0.4], [0.4, -0.1, 0.0], [-0.5, -0.3, 0.6], [-0.2, -0.5, -0.2], [0.7, -0.2, -0.2], [0.9, -0.3, -0.2], [0.3, -0.9, -0.5], [-2.2, 0.4, 0.4], [1.1, 0.9, -0.7], [0.5, 0.9, 0.4], [-0.2, 0.5, 0.2], [-0.4, -1.1, -0.6], [0.9, 0.2, 0.0], [-0.2, -0.6, -0.3], [0.1, 0.0, 0.3], [-0.4, 0.0, -0.3], [0.6, -0.5, -0.1], [0.5, -0.1, -0.5], [-0.6, -0.2, 0.4], [0.6, 0.4, 0.7], [0.6, -0.1, 0.1], [-0.5, -0.4, 0.2], [0.3, 0.4, -0.4], [-0.6, 0.1, 0.0], [1.0, 1.7, -0.1], [-0.6, -0.1, -0.4], [1.4, -0.2, -0.3], [-0.7, -0.8, -0.1], [0.1, -0.2, -0.8], [-0.5, -0.6, 0.6], [-0.4, -0.2, 0.2], [0.0, -0.1, 0.0], [-0.1, -0.5, 0.1], [-0.5, 0.5, -0.8], [0.6, 0.0, 0.1], [-0.5, -0.6, 0.4], [0.2, 0.3, 0.2], [0.0, -0.1, 0.3], [-0.2, 0.1, 0.1], [0.1, 0.1, 0.5], [-0.1, 0.2, -0.1], [-0.2, -0.1, -1.0], [-1.2, -1.4, 0.1], [1.0, 1.2, 0.4], [-0.1, -1.0, 0.5], [1.5, -0.7, -0.7], [1.4, -0.9, -0.4], [0.0, -0.3, 0.6], [0.0, -0.1, 0.0], [-0.2, 0.8, 0.4], [0.1, 0.4, -0.2], [-0.4, 0.5, -0.4], [0.0, 0.2, 0.2], [-0.4, 0.6, -0.1], [0.2, -0.2, 0.5], [-1.0, 0.1, -0.6], [-0.2, 1.0, 0.8], [-0.3, 0.0, 0.0], [-0.1, -0.6, -0.8], [-0.2, -1.0, 2.4], [1.3, 1.0, 0.0], [-0.3, 0.2, 0.9], [0.4, -0.7, 0.5], [-0.7, -0.2, 0.1], [-0.1, -0.3, -0.1], [-0.5, 0.7, -0.4], [0.7, 0.6, 0.2], [-0.4, -0.2, -0.1], [0.4, -0.2, 0.0], [-0.2, 0.3, -0.5], [0.0, 0.9, -1.4], [-0.3, -1.0, -0.1], [0.0, -0.4, -0.1], [0.0, 0.1, 0.0], [0.0, 0.2, 0.0], [0.4, 1.3, -0.3], [0.3, -2.6, 1.4], [-0.1, 0.0, -0.9], [-0.4, 0.0, 1.8], [0.2, 0.5, -0.1], [0.8, 1.8, 0.6], [0.1, -0.5, 0.4], [-0.6, -0.3, -0.6], [0.4, -0.1, -0.5], [-0.8, 1.0, -0.4], [-0.2, 0.1, -0.5], [-0.5, -0.2, -0.7], [-0.4, -0.2, -0.7], [0.1, 0.0, -0.1], [0.0, -0.6, 0.4], [0.1, 0.7, -0.8], [0.4, -1.0, 0.7], [0.4, 0.6, 0.7], [0.0, -1.0, -1.1], [0.6, -0.5, 1.4], [0.9, -0.2, -1.9], [0.0, 2.0, -0.1], [-0.3, 0.3, 1.2], [0.3, 0.1, -0.3], [0.0, 0.1, -0.6], [-0.4, 0.1, 0.0], [-0.1, -0.8, 0.0], [-0.3, 0.2, 0.4], [-0.1, -0.3, -0.1], [-1.3, -0.2, 0.1], [0.2, -0.2, 0.4], [0.3, -0.6, -0.3], [0.0, 0.0, -0.2], [0.2, 0.6, 0.2], [-1.0, -1.1, -0.3], [-1.1, 1.0, 0.1], [1.2, -0.9, 0.4], [-1.6, 0.2, -0.6], [0.9, 0.2, 0.5], [0.3, -0.2, 0.1], [0.4, 0.5, 0.0], [0.5, -0.3, 0.3], [0.2, 0.6, -0.2], [0.1, 0.2, -0.2], [0.0, 0.3, 0.5], [0.1, -0.4, -0.2], [-0.4, 0.1, 0.1], [0.1, 0.0, -0.1], [0.1, -0.1, -0.5], [0.4, -0.2, 0.1], [-0.6, 0.1, 0.1], [-0.5, 0.3, 0.0], [1.3, -0.4, -1.4], [0.2, 1.4, 1.3], [-1.7, 0.3, 2.2], [1.4, -0.8, -1.0], [0.2, -0.8, -1.3], [-0.2, -0.3, 0.4], [0.1, -0.3, -0.1], [0.4, -0.6, 0.3], [-0.1, 0.9, -0.2], [-0.2, 0.1, -0.1], [0.1, -0.5, -0.6], [-0.4, 0.6, 0.4], [-0.5, 0.0, 0.2], [0.2, -0.1, -0.6], [-0.8, 0.1, -0.2], [0.4, 0.2, 0.2], [-0.9, 0.7, 0.9], [0.1, -0.1, -0.7], [0.8, -0.5, 0.2], [1.3, -1.4, -0.2], [-0.4, 0.1, -0.5], [-0.1, -0.1, 0.0], [-0.2, 0.2, -1.0], [0.1, 0.0, 0.4], [1.1, -0.3, 0.2], [-0.8, 0.2, -0.5], [0.4, 0.6, 0.4], [0.7, 0.1, 0.9], [0.1, -0.1, -0.1], [-0.6, 0.2, -0.5], [-0.4, 0.9, 0.8], [-0.4, 0.1, 0.5], [-0.7, -0.6, -0.6], [0.2, -1.4, -1.1], [-0.7, 0.9, 1.3], [-0.3, -0.6, -1.3], [2.6, 1.6, -1.0], [-0.5, -1.5, 0.6], [0.9, -0.9, 1.4], [-0.6, 0.8, -0.1], [0.4, 0.9, 0.5], [0.0, -0.3, -0.3], [-0.5, 0.4, -0.3], [-0.2, -0.6, 0.5], [-1.1, 0.5, -0.4], [0.2, 0.5, -0.2], [0.0, -0.3, 0.4], [-0.1, 0.2, 0.1], [0.2, -0.4, 0.3], [-0.3, 0.3, -0.3], [0.4, -0.8, -1.5], [0.9, 0.2, 2.1], [-0.4, 0.2, -1.1], [0.4, -0.5, -0.4], [0.2, 0.6, 1.7], [0.1, 2.1, 0.2], [-0.1, -0.7, -0.4], [0.3, 1.0, 0.2], [-1.0, -0.6, -0.6], [0.2, -0.1, -0.1], [-0.5, -0.1, 0.2], [0.3, 0.0, -0.4], [-0.1, 0.1, 0.3], [-0.1, -0.3, -0.6], [-0.5, -1.0, 0.0], [0.5, -0.2, 0.4], [-0.7, 0.1, -0.1]]}